## w
Entry from OMol25: a cluster of 2 separate species, C16H17NO in total (ωB97M-V with the def2-TZVPD basis set).

As for the spin multiplicity: 1. The total charge is 0. Its SMILES is Cc1c[nH]c2ccccc12.Cc1ccc(O)cc1. The HOMO energy is -7.77 eV. The value obtained for the LUMO energy is 0.8 eV.

Each line ends with the Mulliken charge.
Element x y z (Å)
C  1.022  -0.240  3.945  -1.37
C  0.733  0.683  2.854  0.39
C  -0.140  1.750  2.920  -0.77
N  -0.333  2.208  1.592  -0.08
C  0.722  1.747  0.809  -0.09
C  1.208  2.104  -0.434  -0.76
C  2.088  1.228  -1.106  -0.74
C  2.378  0.004  -0.487  -0.40
C  2.147  -0.190  0.865  -0.29
C  1.292  0.697  1.562  0.93
H  1.426  -1.203  3.614  0.32
H  0.082  -0.477  4.476  0.30
H  1.811  0.047  4.667  0.30
H  -0.865  2.065  3.627  0.43
H  -0.627  3.159  1.400  0.26
H  0.767  2.992  -0.876  0.34
H  2.388  1.541  -2.079  0.42
H  2.665  -0.913  -0.986  0.35
H  2.235  -1.177  1.298  0.44
C  -0.666  -2.703  0.744  -1.51
C  -0.918  -1.767  -0.426  1.50
C  -1.942  -0.848  -0.386  -0.77
C  -2.248  -0.183  -1.579  -0.24
C  -1.612  -0.425  -2.776  0.35
O  -2.129  0.318  -3.831  -0.52
C  -0.717  -1.483  -2.792  -0.27
C  -0.336  -2.176  -1.657  -1.06
H  -1.352  -2.559  1.583  0.35
H  0.397  -2.734  1.090  0.21
H  -0.646  -3.790  0.514  0.38
H  -2.324  -0.388  0.512  0.27
H  -3.046  0.558  -1.527  0.35
H  -1.651  0.035  -4.610  0.29
H  -0.224  -1.638  -3.744  0.26
H  0.269  -3.071  -1.748  0.42

## x
Entry from OMol25: a cluster of 2 separate species, C16H17NO in total (ωB97M-V with the def2-TZVPD basis set).

As for the spin multiplicity: 1. The total charge is 0. Its SMILES is Cc1c[nH]c2ccccc12.Cc1ccc(O)cc1. The HOMO energy is -7.85 eV. The value obtained for the LUMO energy is 0.8 eV.

Each line ends with the Mulliken charge.
Element x y z (Å)
C  1.673  -2.390  -1.324  -1.41
C  2.262  -1.583  -0.223  0.51
C  3.123  -1.966  0.763  -0.73
N  3.543  -0.868  1.493  -0.08
C  2.821  0.230  1.081  -0.37
C  2.915  1.581  1.419  -0.66
C  2.278  2.519  0.629  -0.42
C  1.536  2.144  -0.490  -0.85
C  1.432  0.800  -0.840  -0.20
C  2.158  -0.134  -0.109  1.12
H  1.328  -3.354  -0.947  0.38
H  2.403  -2.640  -2.094  0.35
H  0.858  -1.937  -1.874  0.17
H  3.245  -3.009  1.003  0.40
H  4.354  -0.857  2.081  0.20
H  3.527  1.866  2.250  0.40
H  2.442  3.540  0.950  0.36
H  0.978  2.791  -1.125  0.44
H  0.979  0.536  -1.787  0.39
C  -1.886  -0.441  2.375  -1.35
C  -2.401  -0.197  0.984  0.45
C  -1.653  -0.551  -0.140  -0.20
C  -2.228  -0.428  -1.396  -0.47
C  -3.428  0.280  -1.548  0.62
O  -3.812  0.704  -2.811  -0.53
C  -4.208  0.588  -0.459  -0.63
C  -3.629  0.422  0.812  -0.52
H  -0.796  -0.536  2.410  0.28
H  -2.277  -1.380  2.780  0.29
H  -2.123  0.324  3.113  0.38
H  -0.755  -1.151  -0.141  0.35
H  -1.816  -0.925  -2.267  0.28
H  -3.655  -0.004  -3.453  0.32
H  -5.130  1.150  -0.481  0.38
H  -4.203  0.645  1.706  0.36

Out of the structures above, which one is the least stable? Solution: w.